1 | DFT (ωB97M-V with the def2-TZVPD basis set) results for C4H3PS in the gas phase.

```
9
Properties=species:S:1:pos:R:3:nbo_charge:R:1
C 1.591 -0.111 -0.376 -0.4002
C 0.553 0.290 0.234 -0.4799
P -0.413 1.896 -0.231 0.8123
C -1.903 1.060 -0.050 -0.6229
C -2.152 -0.213 0.098 -0.0796
S -2.191 -1.780 0.349 0.1362
H 2.071 -0.933 0.112 0.1905
H 2.154 0.008 -1.326 0.2172
H 0.291 -0.217 1.190 0.2266
```

Summary:
* total charge: 0
* SMILES string: C=CP=C=C=S
* orbital gap (alpha / beta): 6.469 / 6.471 eV
* 2S+1: 1
* HOMO (alpha / beta): -8.51 / -8.51 eV



2 | DFT (ωB97M-V with the def2-TZVPD basis set) results for C4H3PS in the gas phase.

```
9
Properties=species:S:1:pos:R:3:nbo_charge:R:1
C 2.039 -1.044 -0.628 -0.4441
C 1.883 0.212 -0.395 -0.1851
S 0.986 1.598 0.071 0.3394
C -0.254 0.441 0.691 -0.5840
C -1.202 -0.181 -0.348 -0.5196
P 0.539 -1.451 0.390 0.7067
H -0.626 0.738 1.657 0.2413
H -2.111 -0.414 0.023 0.2045
H -1.254 0.102 -1.461 0.2411
```

Summary:
* total charge: 0
* SMILES string: C1=C2S[C@H]3C[P@@]=123
* orbital gap: 7.802 eV
* 2S+1: 1
* HOMO: -8.23 eV



Quick one: most stable of them? 1



1 | DFT (ωB97M-V with the def2-TZVPD basis set) results for a molecular structure, C4H10O2.

```
16
Properties=species:S:1:pos:R:3:nbo_charge:R:1
C -1.545 -0.776 0.168 -0.6071
C -0.464 0.243 -0.181 -0.3018
C 0.579 -0.442 -1.015 -0.0061
O 1.741 0.291 -1.329 -0.7682
C 0.179 0.871 1.065 -0.0493
O 1.058 1.922 0.764 -0.7289
H -1.987 -1.218 -0.734 0.2154
H -1.138 -1.596 0.776 0.2072
H -2.349 -0.305 0.739 0.2216
H -0.882 1.057 -0.788 0.2242
H 0.220 -1.024 -1.867 0.1933
H 1.049 -1.350 -0.234 0.0795
H 1.888 -0.625 -0.709 0.5048
H -0.604 1.272 1.719 0.1824
H 0.679 0.057 1.629 0.1416
H 1.576 1.623 -0.005 0.4914
```

Summary:
* total charge: 0
* orbital gap: 10.807 eV
* 2S+1: 1
* HOMO: -10.09 eV



2 | DFT (ωB97M-V with the def2-TZVPD basis set) results for 2 unconnected molecules or ions with the total composition C4H10O2.

```
16
Properties=species:S:1:pos:R:3:nbo_charge:R:1
C 1.745 1.146 -0.060 -0.2664
O 1.057 0.066 0.535 -0.5253
C 0.890 -0.972 -0.257 0.2746
C 0.141 -2.000 0.532 -0.7847
C -1.788 0.636 -0.644 -0.2555
O -1.377 1.414 0.448 -0.7267
H 2.743 1.271 0.348 0.1905
H 1.876 1.076 -1.139 0.2087
H 1.231 2.086 0.122 0.2039
H -0.890 0.221 -1.242 0.1645
H 0.806 -2.856 0.689 0.2538
H -0.673 -2.372 -0.097 0.2430
H -0.259 -1.687 1.507 0.2032
H -2.341 1.297 -1.318 0.1858
H -2.438 -0.208 -0.355 0.1596
H -0.724 0.883 0.931 0.4709
```

Summary:
* total charge: 0
* orbital gap: 9.752 eV
* 2S+1: 1
* HOMO: -8.81 eV



3 | DFT (ωB97M-V with the def2-TZVPD basis set) results for 2 unconnected molecules or ions with the total composition C4H10O2.

```
16
Properties=species:S:1:pos:R:3:nbo_charge:R:1
O 1.198 2.248 0.794 -0.5802
C 1.083 1.105 1.167 0.6230
O 2.128 0.305 1.460 -0.6774
H 0.048 0.826 1.315 0.1387
H 2.836 0.909 1.646 0.4954
C -0.856 -1.298 -2.276 -0.6080
C -1.023 -0.706 -0.896 -0.4104
C -2.159 -1.188 -0.036 -0.6199
H -0.801 -2.390 -2.270 0.2008
H -0.020 -0.979 -2.895 0.2198
H -1.802 -1.146 -2.812 0.2010
H -1.044 0.402 -0.949 0.1983
H -0.076 -0.798 -0.353 0.1903
H -2.379 -2.211 -0.370 0.2069
H -2.018 -1.079 1.047 0.2124
H -3.132 -0.696 -0.109 0.2091
```

Summary:
* total charge: 0
* SMILES string: O=CO.CCC
* orbital gap: 11.644 eV
* 2S+1: 1
* HOMO: -10.83 eV



Quick one: most stable of them? 3



1 | DFT (ωB97M-V with the def2-TZVPD basis set) results for 2 unconnected molecules or ions with the total composition C3H7IO2.

```
13
Properties=species:S:1:pos:R:3:nbo_charge:R:1
C -1.220 -2.719 0.170 -0.7313
C -2.029 -1.567 0.686 0.7909
O -3.163 -1.287 0.366 -0.5968
O -1.323 -0.839 1.591 -0.6886
H -1.806 -3.299 -0.562 0.2384
H -0.932 -3.388 0.999 0.2431
H -0.303 -2.355 -0.323 0.2431
H -1.935 -0.106 1.874 0.4990
C -5.580 2.097 1.868 -0.7643
I -4.093 2.852 3.158 0.0787
H -5.219 2.095 0.826 0.2311
H -6.488 2.721 1.923 0.2256
H -5.845 1.065 2.151 0.2310
```

Summary:
* total charge: 0
* SMILES string: CC(=O)O.CI
* orbital gap: 10.027 eV
* 2S+1: 1
* HOMO: -9.56 eV



2 | DFT (ωB97M-V with the def2-TZVPD basis set) results for C3H7IO2 in the gas phase.

```
13
Properties=species:S:1:pos:R:3:nbo_charge:R:1
C 0.965 -1.517 -0.486 -0.7145
C 1.472 0.258 1.226 -0.6944
C 0.422 -0.503 0.459 -0.1291
O -3.166 2.458 -0.873 -0.4958
O -2.743 1.134 -1.277 -0.5991
I -1.530 -0.021 0.184 0.7825
H 0.264 -1.963 -1.152 0.2343
H 1.678 -1.113 -1.196 0.2215
H 1.492 -2.231 0.119 0.2359
H 1.578 -0.285 2.246 0.2443
H 1.273 1.314 1.329 0.2491
H 2.334 0.087 0.712 0.2090
H -4.038 2.382 -1.291 0.4563
```

Summary:
* total charge: 0
* orbital gap (alpha / beta): 6.877 / 7.639 eV
* 2S+1: 1
* HOMO (alpha / beta): -7.96 / -8.28 eV



Quick one: most stable of them? 1



1 | DFT (ωB97M-V with the def2-TZVPD basis set) results for a gas-phase ion, C4H7N2O (charge +1).

```
14
Properties=species:S:1:pos:R:3:nbo_charge:R:1
C -1.512 -0.387 0.572 0.2859
C 0.131 1.103 -0.415 -0.2794
C 1.502 0.403 -0.323 0.0366
C 1.602 -1.012 -0.338 0.4739
N -0.669 0.668 0.684 -0.5745
N -1.555 -1.045 -0.508 -0.7453
O 1.546 -0.532 0.836 -0.2640
H -2.108 -0.583 1.471 0.1933
H 0.280 2.182 -0.369 0.2510
H -0.361 0.830 -1.354 0.2780
H 2.395 1.005 -0.458 0.2574
H 1.571 -1.984 -0.787 0.2767
H -0.622 1.173 1.556 0.4240
H -2.200 -1.821 -0.568 0.3862
```

Summary:
* total charge: +1
* orbital gap: 7.700 eV
* 2S+1: 1
* HOMO: -13.84 eV



2 | DFT (ωB97M-V with the def2-TZVPD basis set) results for a gas-phase ion, C4H7N2O (charge +1).

```
14
Properties=species:S:1:pos:R:3:nbo_charge:R:1
C -1.242 0.142 -0.438 -0.1221
C -0.850 0.702 0.925 -0.2679
N 0.503 0.117 1.201 -0.1600
N 2.004 0.402 1.091 -0.3231
C 1.220 -0.342 0.260 0.5253
C 0.536 -1.180 -1.017 -0.0476
O -0.759 -1.191 -0.689 -0.4704
H -2.262 -0.147 -0.371 0.2473
H -0.978 0.640 -1.408 0.2130
H -0.738 1.848 1.136 0.2737
H -1.554 0.421 1.653 0.2571
H 2.395 1.213 0.692 0.3895
H 0.726 -0.476 -1.922 0.2184
H 0.997 -2.149 -1.113 0.2668
```

Summary:
* total charge: +1
* SMILES string: C1CN2[NH+]=C2CO1
* orbital gap: 10.452 eV
* 2S+1: 1
* HOMO: -15.52 eV



3 | DFT (ωB97M-V with the def2-TZVPD basis set) results for a gas-phase ion, C4H7N2O (charge +1).

```
14
Properties=species:S:1:pos:R:3:nbo_charge:R:1
O -1.238 -0.007 1.206 -0.6859
C -0.685 -0.203 -0.070 0.2255
C -0.034 1.154 -0.449 -0.5308
C 1.100 1.147 0.513 0.3315
N 1.888 0.118 0.599 -0.4210
C 1.542 -1.017 0.186 0.3804
N 0.249 -1.330 -0.046 -0.5497
H -1.891 -0.642 1.308 0.4884
H -1.485 -0.423 -0.795 0.2294
H -0.746 1.939 -0.257 0.2867
H 0.501 1.321 -1.422 0.2898
H 1.302 1.943 1.308 0.2494
H 2.484 -1.469 -0.168 0.2548
H -0.090 -2.302 0.071 0.4514
```

Summary:
* total charge: +1
* SMILES string: O[C@H]1CC=NC=[NH+]1
* orbital gap: 9.859 eV
* 2S+1: 1
* HOMO: -15.69 eV



4 | DFT (ωB97M-V with the def2-TZVPD basis set) results for a gas-phase ion, C4H7N2O (charge +1).

```
14
Properties=species:S:1:pos:R:3:nbo_charge:R:1
O 1.192 0.726 1.119 -0.2134
N 0.853 0.627 -0.041 0.2740
C 1.066 -0.556 -0.710 -0.3818
C 0.234 -1.587 0.138 0.1953
N -0.649 -1.053 0.724 -0.3019
C -1.203 0.197 0.618 -0.2354
C -0.332 1.258 -0.267 -0.2488
H 2.135 -0.915 -0.703 0.3069
H 0.843 -0.510 -1.821 0.2803
H 0.370 -2.637 0.279 0.2647
H -1.348 0.705 1.616 0.2747
H -2.237 0.395 0.118 0.2778
H -0.499 1.166 -1.279 0.2262
H -0.425 2.184 0.208 0.2813
```

Summary:
* total charge: +1
* SMILES string: O=[N+]1CC=NCC1
* orbital gap (alpha / beta): 8.120 / 8.122 eV
* 2S+1: 1
* HOMO (alpha / beta): -15.03 / -15.03 eV



Quick one: most stable of them? 3



1 | DFT (ωB97M-V with the def2-TZVPD basis set) results for 5 unconnected molecules or ions with the total composition C5H20O5.

```
30
Properties=species:S:1:pos:R:3:mulliken_spin:R:1
C -2.563 2.111 -1.309 0.0000
O -1.742 2.131 -2.413 0.0030
H -2.127 2.451 -0.370 0.0012
H -3.353 2.832 -1.518 0.0002
H -3.026 1.132 -1.182 0.0001
H -1.148 1.377 -2.421 0.0000
C 4.788 0.396 -0.269 0.0000
O 3.430 0.844 -0.381 0.0003
H 5.345 0.987 0.458 0.0000
H 4.877 -0.659 -0.011 0.0000
H 5.346 0.453 -1.203 0.0000
H 3.420 1.370 -1.183 0.0000
C -3.192 -2.629 -1.695 0.0000
O -3.085 -4.032 -1.591 0.0000
H -2.292 -2.157 -2.089 0.0000
H -4.080 -2.370 -2.272 0.0000
H -3.309 -2.256 -0.677 0.0000
H -3.942 -4.448 -1.471 0.0000
C 0.270 -0.617 -0.099 0.0005
O 0.289 0.709 0.527 0.0528
H 1.046 -1.274 0.294 0.0046
H -0.727 -1.031 0.054 0.0002
H 0.577 -0.479 -1.135 0.0044
H 1.164 1.011 0.273 0.0002
C 0.866 0.560 3.866 0.0251
O -0.009 1.524 3.206 0.7895
H 0.773 -0.481 3.555 0.0105
H 1.920 0.830 3.817 0.0872
H 0.615 0.525 4.926 0.0315
H -0.129 1.191 2.313 -0.0114
```

Summary:
* <S²>: 0.754
* total charge: +1
* orbital gap (alpha / beta): 9.313 / 2.290 eV
* 2S+1: 2
* HOMO (alpha / beta): -12.46 / -12.46 eV



2 | DFT (ωB97M-V with the def2-TZVPD basis set) results for 5 unconnected molecules or ions with the total composition C5H20O5.

```
30
Properties=species:S:1:pos:R:3:mulliken_spin:R:1
C -3.476 1.835 0.839 0.0001
O -3.368 0.416 0.789 0.0004
H -4.486 2.108 0.533 0.0000
H -3.549 2.234 1.851 0.0000
H -2.707 2.379 0.291 0.0000
H -4.008 0.178 1.463 -0.0001
C -1.906 -4.272 -1.724 0.0128
O -3.228 -3.812 -2.056 0.2149
H -1.444 -3.774 -0.872 0.0011
H -1.874 -5.361 -1.726 0.0218
H -1.402 -3.825 -2.581 0.0072
H -3.346 -3.862 -3.008 -0.0061
C 0.072 -0.258 0.444 0.0597
O -0.721 -1.334 -0.077 0.5713
H 1.129 -0.445 0.632 0.0074
H -0.053 0.733 0.008 0.0266
H -0.344 -0.247 1.452 0.0813
H -1.652 -1.098 -0.060 -0.0143
C 1.368 3.450 -1.084 0.0027
O 1.468 4.847 -0.849 0.0113
H 1.404 3.082 -2.110 0.0001
H 2.223 2.961 -0.618 0.0001
H 0.466 3.080 -0.598 0.0021
H 1.751 5.086 0.037 -0.0004
C 4.896 -0.498 1.434 0.0000
O 3.700 -0.695 2.125 0.0001
H 5.707 -0.226 2.110 0.0000
H 5.124 -1.445 0.944 0.0000
H 4.882 0.275 0.665 0.0000
H 3.375 -1.515 1.746 0.0000
```

Summary:
* <S²>: 0.755
* total charge: +1
* orbital gap (alpha / beta): 10.032 / 2.694 eV
* 2S+1: 2
* HOMO (alpha / beta): -12.99 / -12.88 eV



Quick one: most stable of them? 1



1 | DFT (ωB97M-V with the def2-TZVPD basis set) results for C18H21N3O2S in the gas phase.

```
45
Properties=species:S:1:pos:R:3:nbo_charge:R:1
C 5.335 4.018 -3.777 -0.6286
C 4.652 3.175 -2.745 -0.0044
C 3.531 2.418 -3.070 -0.2035
C 2.911 1.628 -2.124 -0.1886
C 3.393 1.576 -0.816 -0.0176
C 2.708 0.736 0.167 0.1275
C 2.805 0.948 1.558 -0.1925
C 2.120 0.096 2.386 -0.2093
C 1.368 -0.915 1.770 0.0059
S 0.461 -2.049 2.755 0.2554
C -0.312 -3.073 1.476 -0.6191
C -1.465 -2.443 0.702 0.6886
O -1.927 -3.021 -0.258 -0.6343
N -1.892 -1.246 1.141 -0.6140
C -3.089 -0.642 0.617 -0.2584
C -4.289 -0.876 1.563 0.0902
C -5.619 -0.619 0.844 -0.4261
C -5.914 -1.979 0.196 -0.4417
C -5.014 -2.962 0.971 -0.0881
O -4.357 -2.217 1.986 -0.5258
N 1.303 -1.050 0.457 -0.2436
N 1.959 -0.248 -0.318 -0.1980
C 4.523 2.324 -0.491 -0.1965
C 5.140 3.110 -1.445 -0.2198
H 4.632 4.347 -4.538 0.2177
H 6.117 3.438 -4.269 0.2232
H 5.801 4.889 -3.322 0.2166
H 3.141 2.451 -4.077 0.2096
H 2.043 1.039 -2.377 0.2378
H 3.382 1.767 1.959 0.2239
H 2.138 0.186 3.462 0.2274
H -0.687 -3.957 1.994 0.2548
H 0.460 -3.371 0.767 0.2715
H -1.551 -0.910 2.031 0.4003
H -2.933 0.431 0.476 0.2002
H -3.276 -1.115 -0.349 0.2302
H -4.163 -0.271 2.468 0.1837
H -6.387 -0.367 1.575 0.2121
H -5.543 0.188 0.120 0.2123
H -5.651 -1.976 -0.860 0.2112
H -6.965 -2.244 0.286 0.2149
H -5.578 -3.751 1.473 0.1837
H -4.270 -3.423 0.310 0.1981
H 4.942 2.280 0.503 0.2040
H 6.017 3.682 -1.178 0.2089
```

Summary:
* total charge: 0
* SMILES string: Cc1ccc(-c2ccc(SCC(=O)NC[C@H]3CCCO3)nn2)cc1
* orbital gap: 8.673 eV
* 2S+1: 1
* HOMO: -8.35 eV



2 | DFT (ωB97M-V with the def2-TZVPD basis set) results for C18H21N3O2S in the gas phase.

```
45
Properties=species:S:1:pos:R:3:nbo_charge:R:1
C -5.551 -0.539 0.157 -0.6285
C -4.089 -0.822 -0.028 -0.0163
C -3.676 -2.099 -0.385 -0.1998
C -2.338 -2.390 -0.578 -0.2123
C -1.389 -1.399 -0.427 -0.2055
C -1.789 -0.124 -0.056 0.2244
N -0.823 0.901 0.057 -0.6361
C 0.292 0.837 0.814 0.3075
S 0.519 -0.414 1.878 -0.2438
N 1.162 1.898 0.751 -0.4397
C 2.487 1.736 1.319 -0.2501
C 3.495 1.447 0.178 -0.2466
N 2.769 0.982 -0.980 -0.4251
C 2.343 -0.300 -1.201 0.6441
O 1.530 -0.540 -2.082 -0.6287
C 2.872 -1.416 -0.410 0.1518
C 2.463 -2.723 -0.538 -0.2225
C 3.163 -3.458 0.438 -0.3148
C 3.946 -2.554 1.090 0.1209
O 3.783 -1.325 0.588 -0.4026
C 1.963 2.042 -1.555 -0.2480
C 1.227 2.774 -0.405 -0.2327
C -3.135 0.181 0.158 -0.0540
C -3.529 1.569 0.576 -0.6445
H -5.772 -0.312 1.200 0.2158
H -5.862 0.311 -0.448 0.2139
H -6.143 -1.404 -0.132 0.2174
H -4.416 -2.874 -0.517 0.2038
H -2.036 -3.387 -0.861 0.2112
H -0.345 -1.595 -0.609 0.2369
H -1.054 1.764 -0.412 0.3949
H 2.446 0.904 2.024 0.2630
H 2.757 2.649 1.857 0.1967
H 4.016 2.363 -0.118 0.1936
H 4.237 0.718 0.490 0.2476
H 1.750 -3.088 -1.247 0.2446
H 3.090 -4.507 0.633 0.2325
H 4.638 -2.659 1.904 0.2050
H 2.603 2.735 -2.110 0.1996
H 1.259 1.571 -2.245 0.2550
H 0.241 3.111 -0.724 0.2022
H 1.786 3.660 -0.091 0.2079
H -3.707 2.200 -0.297 0.2129
H -4.440 1.552 1.167 0.2252
H -2.745 2.024 1.179 0.2229
```

Summary:
* total charge: 0
* SMILES string: Cc1cccc(NC(=S)N2CCN(C(=O)c3ccco3)CC2)c1C
* orbital gap: 8.325 eV
* 2S+1: 1
* HOMO: -7.71 eV



Quick one: most stable of them? 2